(1)
Here is a molecular structure, C32H31AsN7O2Os in a non-equilibrium geometry from the OMol25 dataset. Energies are from ωB97M-V/def2-TZVPD.

Summary:
charge	+3
LUMO energy (spin up / spin down)	-11.274 / -11.278	eV
energy relative to the best compared isomer or geometry (same formula, charge and spin)	33.1	kcal per mole
E_tot	-4097.23999	Eh

Each line ends with the Löwdin charge.
CARTESIAN COORDINATES (ANGSTROEM)
Os -0.220 -0.487 -0.024  1.384
C -2.687 1.307 1.238  -0.021
O -1.327 0.802 1.357  -0.376
C -0.509 1.409 2.293  -0.269
C -0.966 2.268 3.267  0.002
C -0.081 2.733 4.233  0.007
C 1.258 2.334 4.232  -0.015
C 1.717 1.487 3.251  0.030
C 0.840 1.035 2.255  -0.202
N 1.207 0.220 1.180  -0.123
N 2.475 -0.024 1.067  0.121
C 3.093 -0.702 0.102  -0.064
C 2.439 -1.162 -1.147  -0.248
O 1.198 -0.918 -1.387  -0.142
C 3.193 -1.838 -2.115  0.026
C 4.499 -2.145 -1.880  0.081
C 5.179 -1.749 -0.684  -0.154
C 6.509 -2.090 -0.482  0.031
C 7.190 -1.654 0.656  0.003
C 6.542 -0.856 1.585  -0.012
C 5.209 -0.511 1.402  0.024
C 4.496 -0.975 0.284  -0.094
H -3.277 1.009 2.103  0.108
H -3.107 0.874 0.341  0.095
H -2.677 2.391 1.158  0.120
H -2.006 2.569 3.306  0.130
H -0.447 3.396 5.008  0.136
H 1.934 2.689 5.000  0.133
H 2.743 1.159 3.233  0.114
H 2.693 -2.119 -3.033  0.139
H 5.054 -2.699 -2.630  0.148
H 7.017 -2.697 -1.223  0.137
H 8.227 -1.928 0.804  0.132
H 7.075 -0.496 2.456  0.129
H 4.718 0.130 2.119  0.107
N -1.196 2.705 -2.944  0.094
C -0.657 2.498 -1.747  -0.068
N -0.823 1.222 -1.438  0.043
C -1.469 0.696 -2.531  -0.297
N -1.714 1.576 -3.460  0.191
C -1.781 -0.722 -2.603  -0.179
C -2.288 -1.325 -3.750  -0.005
N -2.471 -2.636 -3.809  0.150
C -2.153 -3.359 -2.736  -0.042
C -1.670 -2.763 -1.583  -0.084
N -1.493 -1.438 -1.509  -0.060
H -1.245 3.562 -3.477  0.192
H -0.176 3.254 -1.143  0.160
H -2.530 -0.726 -4.621  0.143
H -2.287 -4.433 -2.798  0.136
H -1.423 -3.351 -0.712  0.080
C -1.152 -1.200 3.651  -0.186
As -1.363 -1.797 1.825  1.166
C -3.284 -1.830 1.621  -0.205
C -0.845 -3.709 1.988  -0.268
C -1.538 -4.368 3.144  -0.336
C -0.901 -4.488 4.376  -0.063
C -1.522 -5.147 5.427  -0.046
C -2.799 -5.664 5.266  -0.045
C -3.443 -5.549 4.044  -0.046
C -2.817 -4.899 2.990  -0.059
H -1.658 -1.938 4.268  0.055
H -1.614 -0.228 3.800  0.042
H -0.103 -1.147 3.934  0.062
H -3.721 -2.223 2.535  0.062
H -3.576 -2.450 0.778  0.048
H -3.651 -0.820 1.453  0.007
H 0.237 -3.723 2.108  0.085
H -1.100 -4.203 1.053  0.062
H 0.102 -4.091 4.503  0.119
H -1.007 -5.264 6.373  0.120
H -3.292 -6.157 6.094  0.122
H -4.431 -5.972 3.911  0.120
H -3.312 -4.833 2.025  0.114



(2)
Here is a gas-phase ion, C5H10N2 (charge +2) in a non-equilibrium geometry from the OMol25 dataset. Energies are from ωB97M-V/def2-TZVPD.

Summary:
charge	+2
LUMO energy (spin up / spin down)	-12.479 / -12.479	eV
energy relative to the best compared isomer or geometry (same formula, charge and spin)	99.5	kcal per mole
E_tot	-305.14993	Eh

Each line ends with the Löwdin charge.
CARTESIAN COORDINATES (ANGSTROEM)
C -0.534 -1.089 -0.220  0.115
C 0.032 -0.886 1.036  -0.008
C 0.653 0.593 -1.266  0.272
C -1.409 0.024 -2.212  0.038
C 1.067 0.668 2.521  -0.065
N -0.380 -0.136 -1.175  -0.097
N 0.335 0.376 1.455  0.095
H -1.067 -2.056 -0.169  0.196
H 0.147 -1.631 1.851  0.175
H 1.455 0.231 -0.677  0.121
H 0.857 1.247 -2.202  0.212
H -1.161 -0.195 -3.265  0.135
H -1.847 0.997 -2.242  0.120
H -2.201 -0.783 -2.241  0.146
H 0.627 1.279 3.372  0.198
H 1.812 1.552 2.417  0.203
H 1.615 -0.190 3.017  0.143



(3)
Here is 4 unconnected molecules or ions with the total composition C4H7FN2S in a non-equilibrium geometry from the OMol25 dataset. Energies are from ωB97M-V/def2-TZVPD.

Summary:
LUMO energy	-1.472	eV
energy relative to the best compared isomer or geometry (same formula, charge and spin)	258.5	kcal per mole
E_tot	-763.77326	Eh

Each line ends with the Löwdin charge.
CARTESIAN COORDINATES (ANGSTROEM)
C 0.153 2.434 0.531  -0.025
C -0.245 0.969 0.481  -0.552
C 0.387 0.199 -0.334  -0.259
C 0.155 -1.285 -0.667  -0.251
H 0.230 2.601 1.681  0.110
H -0.672 3.008 0.017  0.099
H 1.228 2.528 0.332  0.076
H -1.396 -1.004 1.350  0.288
H -2.645 1.093 0.264  0.249
H -0.770 -1.393 -0.126  0.018
H 2.255 -4.304 -1.150  0.118
N -1.434 0.647 1.007  -0.011
N 0.889 -2.209 -1.094  -0.426
F 1.606 0.522 -0.780  0.051
S 0.259 -3.806 -1.512  0.515



(4)
Here is 2 unconnected molecules or ions with the total composition C4H7NO from the OMol25 dataset. Energies are from ωB97M-V/def2-TZVPD.

Summary:
SMILES string	C=CN=C.C=O
LUMO energy	0.790	eV
energy relative to the best compared isomer or geometry (same formula, charge and spin)	69.6	kcal per mole
E_tot	-286.52069	Eh

Each line ends with the Löwdin charge.
CARTESIAN COORDINATES (ANGSTROEM)
O 3.492 -0.273 0.333  -0.013
C 2.656 -0.648 1.105  -0.167
H 2.518 -1.709 1.370  0.079
H 1.962 0.061 1.583  0.062
C -0.378 0.264 -0.952  -0.250
C -1.372 0.115 -1.828  0.007
C -1.504 0.411 1.027  -0.043
N -0.503 -0.057 0.413  -0.029
H 0.606 0.605 -1.248  0.099
H -2.304 -0.336 -1.516  0.056
H -1.228 0.425 -2.852  0.050
H -1.752 0.023 2.010  0.069
H -2.193 1.116 0.554  0.080



(5)
Here is C5H11N in the gas phase in a non-equilibrium geometry from the OMol25 dataset. Energies are from ωB97M-V/def2-TZVPD.

Summary:
SMILES string	CC(C)N1CC1
LUMO energy	1.262	eV
energy relative to the best compared isomer or geometry (same formula, charge and spin)	29.7	kcal per mole
E_tot	-251.81521	Eh

Each line ends with the Löwdin charge.
CARTESIAN COORDINATES (ANGSTROEM)
C 1.521 -1.214 -0.060  -0.080
C 0.669 0.004 0.295  -0.494
C 1.406 1.278 -0.027  -0.076
C -1.684 0.728 0.051  -0.159
C -1.696 -0.752 0.106  -0.156
H 1.841 -1.144 -1.117  0.081
H 0.946 -2.193 0.051  0.092
H 2.422 -1.263 0.583  0.078
H 0.459 -0.043 1.400  0.140
H 2.452 1.243 0.373  0.094
H 1.475 1.304 -1.101  0.073
H 0.836 2.148 0.327  0.077
H -1.527 1.190 1.032  0.108
H -2.277 1.240 -0.682  0.094
H -1.564 -1.167 1.132  0.112
H -2.360 -1.336 -0.546  0.101
N -0.571 -0.035 -0.521  -0.084



(6)
Here is a molecular structure, C41H29F5N4O3PS2Tl in a non-equilibrium geometry from the OMol25 dataset. Energies are from ωB97M-V/def2-TZVPD.

Summary:
charge	-2
LUMO energy	3.978	eV
energy relative to the best compared isomer or geometry (same formula, charge and spin)	16.5	kcal per mole
E_tot	-3834.06889	Eh

Each line ends with the Löwdin charge.
CARTESIAN COORDINATES (ANGSTROEM)
Tl -0.475 1.438 0.655  0.723
N 0.781 -1.719 2.072  0.141
C -0.376 -1.790 2.760  -0.369
C -0.372 -1.844 4.162  -0.039
C -1.539 -2.045 4.868  -0.122
C -2.754 -2.175 4.207  -0.130
C -2.781 -2.100 2.825  -0.096
C -1.621 -1.913 2.091  -0.331
P -1.585 -1.699 0.272  1.087
C -1.235 -3.424 -0.243  -0.361
C -0.716 -4.371 0.631  -0.075
C -0.277 -5.595 0.161  -0.092
C -0.363 -5.898 -1.186  -0.109
C -0.907 -4.971 -2.062  -0.094
C -1.324 -3.738 -1.598  -0.115
C -3.380 -1.607 -0.108  -0.352
C -4.181 -2.701 -0.424  -0.098
C -5.508 -2.524 -0.773  -0.105
C -6.055 -1.252 -0.797  -0.112
C -5.273 -0.156 -0.464  -0.081
C -3.942 -0.332 -0.132  -0.080
H 0.753 -1.531 1.081  0.032
H 1.648 -1.462 2.524  0.053
H 0.575 -1.735 4.674  0.107
H -1.508 -2.095 5.949  0.088
H -3.671 -2.323 4.764  0.082
H -3.727 -2.199 2.310  0.095
H -0.654 -4.145 1.685  0.097
H 0.156 -6.310 0.850  0.095
H 0.014 -6.843 -1.556  0.089
H -0.966 -5.198 -3.117  0.097
H -1.712 -2.993 -2.282  0.116
H -3.768 -3.699 -0.396  0.100
H -6.123 -3.384 -1.014  0.092
H -7.091 -1.115 -1.081  0.089
H -5.697 0.839 -0.468  0.102
H -3.315 0.524 0.091  0.072
C -1.937 3.337 -0.124  -0.181
C -2.781 4.223 -0.061  -0.228
C -3.725 5.266 0.067  -0.285
C -4.475 5.757 -1.014  -0.053
C -5.400 6.766 -0.834  -0.122
C -5.604 7.327 0.419  -0.137
C -4.865 6.860 1.498  -0.121
C -3.943 5.851 1.326  -0.054
H -4.322 5.329 -1.998  0.109
H -5.972 7.131 -1.681  0.089
H -6.336 8.115 0.559  0.082
H -5.012 7.295 2.481  0.090
H -3.370 5.486 2.169  0.109
F 1.941 -2.061 -5.798  0.048
C 1.391 -1.405 -4.737  -0.161
C 1.469 -1.928 -3.449  -0.161
F 2.145 -3.081 -3.248  0.086
C 0.857 -1.277 -2.402  -0.153
F 0.969 -1.814 -1.164  0.042
C 0.065 -0.088 -2.538  -0.362
O -0.603 0.409 -1.602  -0.244
C 0.093 0.433 -3.871  -0.144
F -0.557 1.596 -4.136  0.068
C 0.712 -0.207 -4.925  -0.160
F 0.651 0.332 -6.172  0.065
N 9.113 2.195 1.261  0.072
C 7.894 1.511 1.273  -0.337
C 6.922 1.815 2.226  -0.040
C 5.730 1.117 2.257  -0.059
C 5.504 0.093 1.359  -0.302
C 6.464 -0.232 0.420  -0.104
C 7.650 0.477 0.370  -0.041
S 3.904 -0.747 1.404  0.538
O 3.671 -1.096 2.793  -0.348
O 3.993 -1.858 0.488  -0.332
N 2.817 0.362 1.029  -0.129
C 2.762 0.915 -0.148  -0.727
S 3.944 0.590 -1.455  1.018
C 3.105 1.760 -2.437  -0.418
C 2.059 2.275 -1.757  -0.277
N 1.875 1.813 -0.495  -0.066
H 9.075 3.120 1.666  0.078
H 9.581 2.183 0.366  0.078
H 7.110 2.613 2.931  0.101
H 4.954 1.345 2.970  0.115
H 6.262 -1.035 -0.270  0.101
H 8.395 0.239 -0.379  0.103
H 3.421 1.956 -3.441  0.045
H 1.371 3.017 -2.124  0.112



(7)
Here is 2 unconnected molecules or ions with the total composition C2H3ClN2O in a non-equilibrium geometry from the OMol25 dataset. Energies are from ωB97M-V/def2-TZVPD.

Summary:
SMILES string	C#[N+][O-].[H]/N=C\Cl
LUMO energy	0.750	eV
energy relative to the best compared isomer or geometry (same formula, charge and spin)	83.0	kcal per mole
E_tot	-722.82135	Eh

Each line ends with the Löwdin charge.
CARTESIAN COORDINATES (ANGSTROEM)
C 1.106 -0.988 -1.060  -0.700
C -1.921 -0.213 1.636  0.115
N 0.419 -1.659 -1.790  0.053
N -2.631 -0.676 0.882  -0.255
O -3.423 -1.137 0.144  0.037
Cl 1.918 -1.552 0.433  0.505
H -0.979 0.174 2.087  0.100
H 1.374 0.024 -1.365  0.070
H 0.142 -2.608 -1.505  0.075



(8)
Here is C5H12N2O in the gas phase from the OMol25 dataset. Energies are from ωB97M-V/def2-TZVPD.

Summary:
SMILES string	CNC(=O)[C@H](C)NC
LUMO energy	0.913	eV
energy relative to the best compared isomer or geometry (same formula, charge and spin)	30.5	kcal per mole
E_tot	-382.45389	Eh

Each line ends with the Löwdin charge.
CARTESIAN COORDINATES (ANGSTROEM)
C 0.845 -2.653 0.662  -0.127
N 0.993 -1.366 0.020  -0.084
C 0.459 0.374 1.742  -0.033
C 0.061 -0.326 0.437  -0.351
C 0.087 0.677 -0.719  -0.473
N -1.145 0.991 -1.271  0.012
C -2.170 1.545 -0.378  -0.080
O 1.124 1.091 -1.184  0.080
H 1.081 -3.447 -0.044  0.070
H 1.468 -2.834 1.557  0.076
H -0.192 -2.759 0.967  0.076
H 1.916 -0.964 -0.050  0.113
H -0.371 0.980 2.122  0.072
H 1.311 1.029 1.575  0.084
H 0.670 -0.366 2.512  0.075
H -0.936 -0.758 0.445  0.128
H -0.977 1.616 -2.052  0.128
H -1.962 2.588 -0.142  0.087
H -2.215 0.984 0.553  0.070
H -3.146 1.432 -0.841  0.079



Which of these has the lowest energy relative to the best compared isomer or geometry (same formula, charge and spin)? C41H29F5N4O3PS2Tl



Look up the energy relative to the best compared isomer or geometry (same formula, charge and spin) of the eighth one. 30.5 kcal per mole



Among the records above, which one has the lowest E_tot? C32H31AsN7O2Os